A 2-piece molecular cluster, C3H2N2O2 overall in a non-equilibrium geometry. Source: OMol25; level of theory: the ωB97M-V functional and the def2-TZVPD basis.

The structure (SMILES) is N=C=C=O.N=C=O. The value obtained for the molecular weight is 98.061 g/mol. The value obtained for the gap between HOMO and LUMO is 7.76 eV. The HOMO energy is -0.3175 hartree.

Geometry (Å):
C (-0.0901, 0.3907, -1.2091)
C (-1.0817, 1.0867, -0.7076)
C (0.2660, -0.8627, 1.2527)
N (0.0782, -0.2401, -2.2331)
N (0.9895, -0.1572, 1.8918)
O (-1.4662, 1.7604, 0.1722)
O (-0.3648, -1.7085, 0.7362)
H (1.0666, -0.7399, -2.4409)
H (0.6025, 0.4707, 2.5378)



A 2-piece molecular cluster, C4H15N2O overall in a non-equilibrium geometry. Source: OMol25; level of theory: the ωB97M-V functional and the def2-TZVPD basis.

The value obtained for the molecular weight is 107.177 g/mol. The value obtained for the gap between HOMO and LUMO is 9.06 eV. The net charge is +1. The HOMO energy is -0.4580 hartree.

Geometry (Å):
N (1.2155, -0.8703, -1.4105)
C (-0.1204, -0.1864, -1.1343)
C (-1.2893, -1.1500, -1.0420)
C (0.1378, 0.7457, 0.1426)
N (-0.9921, 1.7044, 0.3957)
C (-0.6133, 2.6537, 1.4287)
H (2.0714, -0.2187, -1.5820)
H (1.0993, -1.5959, -2.2341)
H (1.4645, -1.4958, -0.5420)
H (-0.2455, 0.6454, -1.9243)
H (-1.1120, -2.2203, -1.4884)
H (-1.7740, -1.1760, -0.0240)
H (-2.1154, -0.7272, -1.7738)
H (0.9892, 1.4163, -0.1002)
H (0.4086, 0.0210, 0.9039)
H (-1.7605, 1.1024, 0.6569)
H (-1.3873, 3.3948, 1.5199)
H (0.4275, 3.1422, 1.2274)
H (-0.6659, 2.1537, 2.5469)
H (2.1319, -2.0644, 1.5786)
H (0.8519, -3.0076, 1.6768)
O (1.2780, -2.2669, 1.1781)



A 2-piece molecular cluster, C10H19N2O overall in a non-equilibrium geometry. Source: OMol25; level of theory: the ωB97M-V functional and the def2-TZVPD basis.

The value obtained for the molecular weight is 183.275 g/mol. The value obtained for the gap between HOMO and LUMO is 5.79 eV. The net charge is -1. The HOMO energy is -0.0925 hartree.

Geometry (Å):
C (0.9459, 0.0038, -0.5080)
C (-2.2245, 1.1540, -0.3430)
C (-0.2608, -2.0383, -0.0682)
C (-1.8264, 1.9840, -1.5033)
C (-1.7894, 1.6242, 1.0052)
C (-1.1969, -2.1400, 1.1010)
C (-0.3840, -3.0800, -1.1426)
C (2.4217, 1.9957, -0.0311)
C (3.2228, -0.1470, 0.9580)
C (2.4220, 0.4867, -0.2581)
N (0.4828, -1.0702, -0.1790)
N (-2.9946, 0.1205, -0.5046)
O (-3.4578, -0.6033, 0.5510)
H (-0.7031, 2.1259, -1.5833)
H (-2.4136, 2.9114, -1.1302)
H (-2.0851, 1.5425, -2.5382)
H (-0.7310, 1.9187, 1.0010)
H (-1.8580, 0.6879, 1.5760)
H (-2.2784, 2.4610, 1.6084)
H (-1.4392, -3.1370, 1.1001)
H (-2.1030, -1.5686, 0.8874)
H (-0.6659, -1.9842, 2.0415)
H (0.4055, -2.8883, -1.7867)
H (-1.2820, -2.7969, -1.7459)
H (-0.5478, -4.1282, -1.0017)
H (3.4347, 2.3145, -0.1093)
H (1.8104, 2.1776, 0.9337)
H (1.7542, 2.4541, -0.9113)
H (3.9206, 0.7493, 1.1658)
H (3.8276, -1.1383, 0.8223)
H (2.5944, -0.4497, 1.7741)
H (2.9992, 0.4582, -1.1806)



C12H14BrCeIN2 as an isolated structure in a non-equilibrium geometry. Source: OMol25; level of theory: the ωB97M-V functional and the def2-TZVPD basis.

The value obtained for the molecular weight is 533.182 g/mol. The value obtained for the gap between HOMO and LUMO (spin up / spin down) is 5.59 / 5.56 eV. The net charge is +2. The HOMO energy (spin up / spin down) is -0.5669 / -0.5668 hartree.

Geometry (Å):
C (3.0564, 3.6916, 0.8178)
C (4.1452, 2.7013, 0.4858)
H (2.7789, 4.3195, -0.0262)
H (3.3540, 4.3514, 1.6506)
H (2.1412, 3.1597, 1.1746)
H (3.8261, 1.9232, -0.2157)
H (4.9737, 3.2636, 0.0258)
H (4.5548, 2.2483, 1.3911)
C (-2.6691, 1.0989, -0.7925)
C (-3.9082, 0.9854, -1.4172)
C (-4.1618, -0.1016, -2.2486)
C (-3.1801, -1.0672, -2.4387)
H (-2.4107, 1.8635, -0.0618)
H (-4.6418, 1.7650, -1.2372)
H (-5.1160, -0.2197, -2.7437)
H (-3.3160, -1.9533, -3.0681)
N (-1.6648, 0.2165, -1.0732)
C (-1.9355, -0.9045, -1.8184)
C (-0.8847, -1.8912, -1.9055)
N (0.2820, -1.5596, -1.2731)
C (1.2475, -2.4966, -1.1020)
C (0.0303, -4.0294, -2.5134)
C (1.1668, -3.7307, -1.7524)
H (2.0591, -2.1935, -0.4268)
H (2.0054, -4.4229, -1.6797)
C (-1.0181, -3.1099, -2.5853)
H (-1.9128, -3.3034, -3.1858)
H (-0.0306, -4.9662, -3.0474)
Ce (0.4226, 0.5968, -0.1057)
I (-0.1119, 3.1683, 1.2114)
Br (-0.2517, -0.7843, 2.0017)



One molecule with the formula C3H9N3S2 in a non-equilibrium geometry. Source: OMol25; level of theory: the ωB97M-V functional and the def2-TZVPD basis.

The value obtained for the molecular weight is 151.260 g/mol. The value obtained for the gap between HOMO and LUMO is 8.80 eV. The HOMO energy is -0.3176 hartree.

Geometry (Å):
C (-0.1862, -2.2270, -0.3842)
C (-2.3500, 0.7931, -0.2354)
C (1.9418, 1.1469, 0.2111)
N (-1.1570, 0.4076, 0.3707)
N (1.3820, -0.1538, -0.0413)
N (0.7951, -2.6463, 0.3288)
S (-3.8653, -0.2612, 0.1170)
S (-0.0832, -0.3974, -0.4202)
H (-2.2694, 0.8254, -1.3333)
H (-2.6465, 1.7709, 0.1472)
H (-3.3076, -1.4232, -0.2134)
H (1.1731, 1.8776, 0.4719)
H (2.4862, 1.4962, -0.6724)
H (2.6452, 1.0603, 1.0410)
H (0.9052, -3.6337, 0.5242)
H (1.4978, -1.9746, 0.6735)
H (-0.4172, -0.1794, -1.8175)



C24H34N4O8PRuS2Te as an isolated structure. Source: OMol25; level of theory: the ωB97M-V functional and the def2-TZVPD basis.

The spin multiplicity is 6. The value obtained for the molecular weight is 830.334 g/mol. As for the expectation value of S²: 8.761. The value obtained for the gap between HOMO and LUMO (spin up / spin down) is 7.25 / 6.89 eV. The HOMO energy (spin up / spin down) is -0.2835 / -0.3071 hartree.

Geometry (Å):
Ru (-1.6300, -1.0927, 0.2285)
N (-2.3789, -3.3563, -0.0876)
C (-3.3185, -3.8039, 0.9575)
C (-2.6399, -3.8321, 2.3151)
C (-2.2275, -2.4735, 2.8659)
O (-1.7426, -2.3759, 3.9729)
O (-2.4520, -1.4469, 2.0778)
H (-2.7879, -3.4281, -1.0127)
H (-1.5416, -3.9316, -0.0753)
H (-3.7098, -4.7982, 0.7241)
H (-4.1562, -3.1057, 0.9701)
H (-1.7361, -4.4463, 2.2852)
H (-3.3016, -4.2904, 3.0515)
C (2.9717, -1.6834, 2.5254)
C (3.2692, -2.5646, 1.3360)
O (2.5123, -2.1332, 0.1714)
P (1.0590, -2.7276, -0.0762)
O (0.1330, -2.6317, 1.0945)
Te (0.1398, -1.6081, -1.9655)
O (1.2869, -4.2853, -0.3591)
C (2.1638, -4.7076, -1.4208)
C (1.9765, -6.1913, -1.6188)
H (3.6240, -1.9566, 3.3565)
H (1.9363, -1.8007, 2.8410)
H (3.1482, -0.6363, 2.2763)
H (3.0398, -3.6118, 1.5455)
H (4.3120, -2.4936, 1.0306)
H (3.1918, -4.4657, -1.1423)
H (1.9133, -4.1519, -2.3289)
H (2.2012, -6.7334, -0.7007)
H (2.6437, -6.5469, -2.4044)
H (0.9501, -6.4114, -1.9109)
C (2.5314, 5.0045, -1.7149)
C (3.5653, 4.0509, -1.1337)
N (2.9554, 2.8759, -0.5099)
C (3.1462, 1.6017, -1.1926)
C (2.4080, 1.5340, -2.5214)
C (2.3974, 3.0719, 0.7090)
O (2.4981, 4.1428, 1.2937)
C (1.6036, 1.9830, 1.3805)
C (1.6153, 1.9595, 2.7708)
C (0.8050, 1.0647, 3.4407)
C (-0.0273, 0.2340, 2.7098)
N (-0.0677, 0.2770, 1.3756)
C (0.7342, 1.1256, 0.7278)
H (3.0273, 5.8549, -2.1858)
H (1.8827, 5.3779, -0.9245)
H (1.9118, 4.5048, -2.4601)
H (4.1672, 4.5668, -0.3851)
H (4.2357, 3.6865, -1.9134)
H (2.8455, 0.7860, -0.5392)
H (4.2208, 1.4743, -1.3634)
H (1.3346, 1.6750, -2.3836)
H (2.5739, 0.5654, -2.9929)
H (2.7625, 2.3094, -3.2026)
H (2.2463, 2.6632, 3.2973)
H (0.7918, 1.0129, 4.5202)
H (-0.6872, -0.4735, 3.1960)
H (0.6353, 1.1361, -0.3491)
O (-1.7707, 3.1671, 0.9563)
S (-1.9182, 2.7387, -0.3994)
O (-0.8763, 3.0354, -1.3408)
N (-2.2549, 1.1019, -0.4501)
C (-3.4465, 0.8575, -0.9388)
S (-3.9663, -0.7419, -1.0482)
C (-4.2260, 2.0633, -1.3028)
C (-5.5063, 2.1467, -1.8200)
C (-6.0242, 3.4101, -2.0728)
C (-5.2773, 4.5561, -1.8138)
C (-3.9901, 4.4721, -1.2945)
C (-3.4956, 3.2093, -1.0496)
H (-6.0776, 1.2484, -2.0134)
H (-7.0234, 3.5078, -2.4756)
H (-5.7057, 5.5282, -2.0187)
H (-3.4039, 5.3574, -1.0893)



A 2-piece molecular cluster, C5H7NO overall in a non-equilibrium geometry. Source: OMol25; level of theory: the ωB97M-V functional and the def2-TZVPD basis.

The structure (SMILES) is N#CO[C@@H]1C=CC1.[H][H]. The value obtained for the molecular weight is 97.117 g/mol. The value obtained for the gap between HOMO and LUMO is 11.29 eV. The HOMO energy is -0.3863 hartree.

Geometry (Å):
N (-1.8501, -1.4020, 1.4825)
C (-1.4716, -0.3057, 1.4116)
O (-1.0755, 0.9219, 1.3615)
C (-0.2469, 1.2689, 0.2134)
C (1.1337, 0.5628, 0.1121)
C (0.6361, 0.1070, -1.2442)
C (-0.5800, 0.6447, -1.1137)
H (0.0526, -2.6118, 0.3399)
H (-0.2168, 2.3585, 0.2577)
H (1.2700, -0.2359, 0.8483)
H (2.0064, 1.2247, 0.1272)
H (0.6840, -2.7829, -0.0173)
H (1.1276, -0.4354, -2.0461)
H (-1.4696, 0.6852, -1.7328)



ΔE to the lowest compared entry with this formula, charge and spin for the records above, in order: 73.0, 53.9, 10.1, 0.0, 111.0, 0.0, 85.8 kcal per mole